42
Properties=species:S:1:pos:R:3 method="wB97M-V/def2-TZVPD" e_homo_ev=0.9291 multiplicity=1 total_energy_ha=-4605.06099 homo_lumo_gap_ev=3.68 total_charge=-2
O 0.269 1.470 4.966
C 0.293 1.369 3.811
Co 0.212 1.379 2.058
C -1.325 2.150 1.812
O -2.372 2.606 1.612
C 1.254 2.701 1.544
O 1.857 3.634 1.227
C -0.312 -0.299 1.141
C -1.603 -0.989 1.501
C -2.006 -0.974 2.848
C -3.260 -1.438 3.199
C -4.112 -1.972 2.250
C -3.691 -2.092 0.925
C -2.418 -1.646 0.532
C 0.478 -0.255 -0.005
C 0.505 -0.457 -1.397
Co 1.417 -0.686 1.456
C 1.514 -0.887 3.235
O 1.744 -1.189 4.330
C 2.763 0.469 1.271
O 3.761 1.041 1.164
C 2.287 -2.227 1.088
O 2.880 -3.207 0.875
H -1.313 -0.570 3.591
H -3.562 -1.363 4.218
H -5.106 -2.302 2.507
H -4.311 -2.528 0.144
H -2.034 -1.766 -0.502
H 1.292 -1.364 -1.490
H -0.573 -0.578 -1.814
C 0.955 -0.145 -3.054
C -0.163 0.661 -3.668
O -1.290 0.178 -3.768
N 0.304 1.679 -4.490
C 1.574 2.250 -4.553
S 1.935 3.742 -5.232
N 2.527 1.396 -4.019
C 2.368 0.256 -3.252
O 3.259 -0.584 -3.104
H 0.902 -1.173 -3.613
H -0.408 2.105 -5.094
H 3.509 1.602 -4.251

47
Properties=species:S:1:pos:R:3 method="wB97M-V/def2-TZVPD" e_homo_ev="-8.4822 / -8.4765" multiplicity=1 total_energy_ha=-2168.24840 homo_lumo_gap_ev="6.63 / 6.17"
Rh -0.101 -0.412 0.162
C 0.169 2.365 1.254
N -0.019 1.658 -0.023
C -1.300 2.042 -0.672
C -2.423 1.220 -0.062
N -1.991 -0.184 -0.037
C -2.995 -1.159 -0.015
C -3.953 -1.215 0.994
F -3.922 -0.303 1.975
C -4.918 -2.203 1.034
F -5.814 -2.229 2.020
C -4.941 -3.176 0.052
F -5.866 -4.130 0.081
C -4.000 -3.151 -0.963
F -4.031 -4.078 -1.916
C -3.045 -2.151 -0.993
F -2.164 -2.137 -1.991
C 1.155 1.823 -0.903
C 2.319 0.975 -0.405
N 1.819 -0.312 0.090
C 2.757 -1.265 0.475
C 3.901 -1.598 -0.258
F 4.117 -1.047 -1.460
C 4.792 -2.560 0.168
F 5.826 -2.889 -0.595
C 4.577 -3.221 1.364
F 5.411 -4.165 1.762
C 3.470 -2.904 2.129
F 3.267 -3.518 3.291
C 2.578 -1.950 1.687
F 1.572 -1.618 2.495
H 0.329 3.433 1.078
H 1.024 1.948 1.782
H -0.713 2.229 1.876
H -1.213 1.790 -1.728
H -1.476 3.117 -0.573
H -3.336 1.349 -0.649
H -2.642 1.561 0.955
H 1.445 2.877 -0.980
H 0.866 1.469 -1.891
H 2.883 1.466 0.397
H 3.013 0.838 -1.233
N 3.123 -5.084 -0.278
C 1.983 -4.879 -0.288
N 0.667 -4.689 -0.331
C 0.293 -3.503 -0.015
N -0.132 -2.455 0.275

41
Properties=species:S:1:pos:R:3 method="wB97M-V/def2-TZVPD" e_homo_ev="-13.4834 / -13.5027" multiplicity=2 total_energy_ha=-4857.10342 s2=0.773 homo_lumo_gap_ev="4.30 / 4.34" total_charge=+2
Mn -1.416 0.208 1.622
O 1.512 -0.069 -1.504
C 0.591 0.000 -0.548
O -1.424 -0.894 -0.011
C 1.090 0.995 0.468
C 2.291 1.694 0.394
C 2.608 2.578 1.415
C 1.732 2.753 2.486
C 0.561 2.020 2.483
N 0.272 1.173 1.491
C -0.542 2.010 3.491
O -0.537 2.737 4.566
O -1.502 1.265 3.275
H 1.279 -0.690 -2.210
H 2.954 1.542 -0.446
H 3.535 3.133 1.381
H 1.979 3.442 3.283
H 0.249 3.293 4.662
Se -0.559 -3.373 -4.493
N 0.031 -3.620 -2.817
C -0.233 -2.563 -2.111
C 0.181 -2.593 -0.665
C 0.822 -3.669 -0.098
C 1.101 -3.658 1.274
C 0.672 -2.590 2.060
N 0.070 -1.532 1.530
C -0.081 -1.468 0.172
C -1.119 0.198 -0.949
N -1.694 1.298 -0.375
C -2.304 2.184 -1.153
C -2.421 1.991 -2.529
C -1.964 0.801 -3.107
C -1.348 -0.140 -2.316
C -0.908 -1.480 -2.840
N -1.149 -1.727 -4.092
H 1.069 -4.528 -0.707
H 1.592 -4.499 1.741
H 0.787 -2.604 3.136
H -2.737 3.049 -0.670
H -2.918 2.737 -3.131
H -2.125 0.596 -4.157

40
Properties=species:S:1:pos:R:3 method="wB97M-V/def2-TZVPD" e_homo_ev=-7.8521 multiplicity=1 total_energy_ha=-1785.24153 homo_lumo_gap_ev=7.83 smiles="N#CN/C(=N/c1cccc2ccc(O)cc12)Nc1ccc(Cl)c(C(F)(F)F)c1"
N -4.500 2.339 -1.174
C -3.764 2.475 -0.319
N -2.795 2.472 0.597
C -2.017 1.422 0.958
N -1.225 1.482 2.051
C -0.513 0.443 2.564
C -0.942 -0.207 3.755
C -0.185 -1.255 4.272
C 1.033 -1.560 3.646
C 1.429 -0.955 2.525
C 2.686 -1.368 1.931
C 3.011 -0.802 0.694
C 2.339 0.277 0.167
O 2.721 0.675 -1.091
C 1.206 0.708 0.807
C 0.669 0.018 1.940
N -1.845 0.270 0.152
C -1.314 0.298 -1.159
C -1.023 1.482 -1.910
C -0.542 1.439 -3.216
C 0.028 0.282 -3.671
Cl 1.206 0.415 -4.943
C -0.075 -0.965 -2.978
C 0.505 -2.244 -3.498
F 1.812 -2.168 -3.585
F 0.211 -3.212 -2.619
F 0.010 -2.546 -4.705
C -0.772 -0.903 -1.756
H -2.821 3.157 1.346
H -1.975 -0.089 4.190
H -0.624 -1.869 5.037
H 1.686 -2.370 3.982
H 3.260 -2.087 2.375
H 4.063 -0.916 0.312
H 2.357 1.524 -1.346
H 0.784 1.658 0.436
H -1.353 -0.412 0.748
H -1.420 2.478 -1.594
H -0.424 2.380 -3.739
H -0.885 -1.768 -1.180